A structure of composition C25H73Br3N12O4P4 in a non-equilibrium geometry. Source: the Open Molecules 2025 dataset; level of theory: ωB97M-V/def2-TZVPD.

The geometry in XYZ format:
```
121
Properties=species:S:1:pos:R:3
O -2.71 -2.67 -6.03
P -2.20 -3.06 -4.71
N -3.25 -4.01 -3.78
C -3.02 -4.30 -2.39
C -4.58 -4.23 -4.32
N -1.95 -1.71 -3.72
C -3.15 -1.01 -3.27
C -0.94 -0.76 -4.25
N -0.75 -3.92 -4.63
C 0.25 -3.70 -3.54
C -0.52 -5.10 -5.44
H -2.96 -3.38 -1.78
H -2.01 -4.69 -2.25
H -3.80 -4.92 -1.97
H -5.25 -3.37 -4.43
H -5.12 -4.81 -3.57
H -4.47 -4.76 -5.27
H -3.77 -0.83 -4.16
H -3.74 -1.63 -2.60
H -2.98 -0.01 -2.87
H -1.42 -0.18 -5.04
H -0.69 -0.16 -3.37
H -0.09 -1.30 -4.67
H 0.91 -3.02 -4.09
H -0.23 -3.18 -2.72
H 0.74 -4.59 -3.15
H -0.02 -4.93 -6.40
H -1.42 -5.64 -5.73
H 0.12 -5.83 -4.95
O -1.04 7.36 2.46
P -1.26 7.19 3.91
N 0.11 7.49 4.89
C 1.11 6.41 5.04
C 0.76 8.79 4.74
N -1.76 5.65 4.36
C -1.49 4.62 3.36
C -2.23 5.22 5.66
N -2.38 8.24 4.62
C -2.99 9.23 3.75
C -2.44 8.54 6.03
H 1.42 6.09 4.03
H 0.76 5.55 5.61
H 2.02 6.81 5.48
H 1.80 8.79 5.06
H 0.22 9.60 5.24
H 0.74 9.14 3.70
H -2.04 4.76 2.43
H -0.42 4.68 3.17
H -1.77 3.61 3.67
H -1.81 5.76 6.52
H -3.28 5.51 5.67
H -2.08 4.16 5.86
H -2.35 10.13 3.80
H -2.89 8.96 2.70
H -3.95 9.62 4.10
H -2.23 7.71 6.70
H -3.45 8.90 6.24
H -1.69 9.31 6.24
O 5.80 1.03 -3.82
P 4.40 1.32 -3.54
N 3.95 2.90 -3.13
C 4.41 3.95 -4.08
C 2.97 3.30 -2.16
N 3.97 0.39 -2.20
C 3.82 -1.07 -2.35
C 4.49 0.84 -0.90
N 3.34 0.92 -4.77
C 3.56 -0.16 -5.73
C 1.91 1.17 -4.60
H 5.39 4.30 -3.78
H 3.69 4.77 -4.10
H 4.33 3.56 -5.09
H 2.07 2.67 -2.23
H 2.56 4.29 -2.38
H 3.22 3.16 -1.10
H 3.01 -1.35 -3.02
H 4.69 -1.34 -2.96
H 3.81 -1.59 -1.40
H 5.38 1.44 -1.11
H 3.73 1.35 -0.32
H 4.84 -0.05 -0.38
H 4.41 -0.81 -5.46
H 2.78 -0.92 -5.71
H 3.72 0.13 -6.77
H 1.74 2.25 -4.73
H 1.55 0.92 -3.60
H 1.27 0.78 -5.39
O -0.14 -5.57 0.35
P -0.25 -5.58 1.83
N -0.15 -4.04 2.50
C -0.47 -3.85 3.90
C 0.26 -2.89 1.73
N 0.82 -6.59 2.61
C 2.21 -6.14 2.79
C 0.71 -8.06 2.45
N -1.78 -6.13 2.33
C -2.90 -5.97 1.42
C -2.06 -6.62 3.68
H -0.38 -4.71 4.55
H -1.49 -3.48 4.04
H 0.14 -3.06 4.35
H -0.24 -2.99 0.77
H 1.35 -2.79 1.64
H -0.03 -1.94 2.20
H 2.33 -5.60 3.73
H 2.94 -6.94 2.68
H 2.37 -5.48 1.93
H 1.23 -8.41 1.55
H 1.02 -8.49 3.40
H -0.33 -8.28 2.18
H -2.57 -6.24 0.42
H -3.73 -6.63 1.69
H -3.34 -4.97 1.51
H -2.63 -7.55 3.64
H -2.53 -5.84 4.29
H -1.12 -6.87 4.17
C 0.03 1.51 0.60
Br -0.73 3.25 0.22
Br 0.24 0.43 -1.07
Br -1.00 0.46 1.86
H 1.02 1.77 0.94
```

The value obtained for the energy above the lowest of the compared OMol25 structures with the same formula, charge and spin is 2.348 eV. Its calculated total energy is -300465.6619 eV. For the LUMO energy, the calculation gives -0.425 eV. For the highest occupied orbital energy, the calculation gives -0.303 hartree.

***

A cluster of 9 separate species, C25H73N11O9 in total in a non-equilibrium geometry. Source: the Open Molecules 2025 dataset; level of theory: ωB97M-V/def2-TZVPD.

The geometry in XYZ format:
```
118
Properties=species:S:1:pos:R:3
C -5.07 -1.21 5.65
O -4.74 -0.89 4.32
C -3.33 -0.83 4.10
C -3.07 -0.21 2.74
C -3.42 1.26 2.61
N -3.53 -1.02 1.60
H -6.13 -1.46 5.65
H -4.94 -0.35 6.31
H -4.48 -2.04 6.06
H -2.93 -0.23 4.92
H -2.85 -1.82 4.19
H -1.98 -0.34 2.69
H -3.32 1.64 3.62
H -4.47 1.33 2.30
H -2.94 1.83 1.82
H -3.37 -1.97 1.92
H -4.51 -0.98 1.33
C 4.26 0.70 -5.49
O 3.90 0.33 -4.17
C 2.51 0.15 -4.00
C 1.61 1.38 -4.19
C 1.89 2.42 -3.07
N 0.23 0.94 -4.16
H 4.11 -0.16 -6.15
H 5.30 1.03 -5.51
H 3.68 1.56 -5.84
H 2.19 -0.58 -4.76
H 2.35 -0.18 -2.97
H 1.88 1.94 -5.09
H 1.49 3.42 -3.26
H 2.99 2.45 -3.13
H 1.43 2.12 -2.13
H -0.44 1.65 -4.39
H 0.00 0.59 -3.24
C -1.75 4.11 -3.33
O -0.96 4.45 -4.45
C -1.69 5.02 -5.51
C -0.80 5.08 -6.74
C 0.22 6.22 -6.72
N -1.58 5.17 -7.99
H -2.60 3.44 -3.49
H -2.20 5.04 -2.93
H -1.06 3.70 -2.60
H -2.56 4.40 -5.75
H -2.01 6.03 -5.21
H -0.19 4.17 -6.77
H 0.98 6.08 -7.49
H 0.68 6.25 -5.73
H -0.27 7.16 -6.97
H -2.05 6.07 -7.99
H -2.36 4.52 -7.92
C -1.77 2.12 8.96
O -0.68 1.82 8.09
C -1.06 1.69 6.73
C 0.22 1.70 5.93
C -0.04 1.97 4.44
N 0.97 0.44 6.15
H -2.53 1.34 8.88
H -2.18 3.10 8.71
H -1.31 2.18 9.95
H -1.60 0.75 6.63
H -1.62 2.58 6.42
H 0.87 2.49 6.31
H -0.99 1.51 4.14
H 0.73 1.52 3.81
H -0.08 3.05 4.30
H 1.77 0.34 5.53
H 1.35 0.50 7.09
C 4.35 -5.32 2.32
O 4.45 -4.06 1.64
C 3.92 -4.06 0.33
C 4.52 -2.95 -0.49
C 4.09 -1.56 0.03
N 3.99 -2.99 -1.87
H 4.59 -5.04 3.35
H 5.17 -5.97 2.01
H 3.35 -5.72 2.15
H 4.15 -5.06 -0.07
H 2.85 -3.85 0.39
H 5.62 -2.97 -0.50
H 4.67 -0.80 -0.48
H 4.34 -1.51 1.10
H 3.01 -1.50 -0.04
H 4.03 -3.92 -2.27
H 4.54 -2.40 -2.48
N 0.17 -1.61 4.03
C 0.77 -1.52 2.81
N 0.80 -2.66 2.07
O 1.30 -0.48 2.41
H -0.32 -2.42 4.35
H 0.40 -0.87 4.68
H 0.49 -3.50 2.52
H 1.46 -2.68 1.32
N 0.67 -0.29 -0.60
C -0.40 0.56 -0.45
N -0.56 1.00 0.83
O -1.05 0.96 -1.41
H 0.98 -0.74 0.24
H 0.81 -0.72 -1.50
H -1.50 1.34 0.91
H 0.13 0.78 1.53
N -3.29 -1.24 -1.53
C -3.16 -2.56 -1.87
N -3.34 -2.78 -3.21
O -3.04 -3.46 -1.05
H -3.02 -1.00 -0.58
H -3.41 -0.53 -2.22
H -3.23 -3.71 -3.58
H -3.39 -2.05 -3.89
C 0.13 -4.02 -2.63
C 0.36 -4.26 -1.16
O 1.03 -5.51 -1.02
H -0.42 -3.09 -2.83
H -0.56 -4.75 -3.05
H 1.10 -3.96 -3.11
H -0.51 -4.25 -0.50
H 0.87 -3.38 -0.73
H 1.93 -5.44 -0.69
```

The value obtained for the energy above the lowest of the compared OMol25 structures with the same formula, charge and spin is 0.584 eV. Its calculated total energy is -61927.3355 eV. For the LUMO energy, the calculation gives 0.377 eV. For the highest occupied orbital energy, the calculation gives -0.303 hartree. As for the SMILES: COC[C@H](C)N.COC[C@H](C)N.COC[C@H](C)N.COC[C@H](C)N.COC[C@H](C)N.NC(N)=O.NC(N)=O.NC(N)=O.CCO.

***

A structure of composition C25H75HfN12O5P4 in a non-equilibrium geometry. Source: the Open Molecules 2025 dataset; level of theory: ωB97M-V/def2-TZVPD.

The geometry in XYZ format:
```
122
Properties=species:S:1:pos:R:3
Hf -2.77 -1.14 0.38
C 0.70 -0.27 -0.80
O -0.58 -0.48 -0.28
H 1.50 -0.25 -0.05
H 1.01 -1.07 -1.46
H 0.95 0.67 -1.31
O 7.92 -0.44 1.94
P 6.68 0.42 2.07
N 6.03 0.37 3.69
C 6.10 -0.85 4.46
C 5.04 1.30 4.20
N 5.30 0.09 1.12
C 4.06 1.00 1.05
C 5.22 -1.16 0.40
N 6.89 2.13 1.84
C 6.99 2.54 0.44
C 7.85 2.82 2.64
H 6.13 -0.57 5.51
H 6.93 -1.46 4.10
H 5.19 -1.41 4.28
H 4.03 0.91 4.28
H 4.97 2.25 3.67
H 5.30 1.68 5.19
H 4.11 1.77 1.82
H 3.97 1.36 0.03
H 3.10 0.57 1.34
H 6.21 -1.47 0.07
H 4.82 -1.94 1.04
H 4.56 -0.98 -0.45
H 8.00 2.24 0.15
H 6.17 2.05 -0.09
H 6.80 3.60 0.30
H 7.88 3.91 2.67
H 8.86 2.53 2.33
H 7.68 2.59 3.69
O -3.28 0.29 -1.72
P -3.55 0.49 -3.20
N -2.88 -0.64 -4.30
C -1.67 -1.41 -3.93
C -3.11 -0.52 -5.73
N -2.90 1.96 -3.74
C -1.65 2.49 -3.12
C -3.27 2.53 -5.05
N -5.21 0.52 -3.57
C -6.05 1.68 -3.20
C -5.92 -0.74 -3.55
H -0.74 -1.15 -4.42
H -1.90 -2.47 -3.89
H -1.44 -1.19 -2.89
H -2.34 0.04 -6.26
H -4.12 -0.13 -5.84
H -3.03 -1.54 -6.13
H -1.68 2.34 -2.04
H -0.71 2.08 -3.47
H -1.62 3.57 -3.29
H -4.29 2.26 -5.33
H -3.32 3.62 -4.97
H -2.60 2.16 -5.82
H -7.01 1.62 -3.71
H -6.14 1.77 -2.12
H -5.62 2.58 -3.66
H -6.21 -1.10 -2.56
H -5.35 -1.48 -4.12
H -6.89 -0.48 -3.97
O -1.30 -3.04 0.79
P -0.58 -4.32 0.64
N 0.28 -4.58 -0.83
C 0.05 -3.73 -1.99
C 1.19 -5.70 -1.02
N -1.46 -5.82 0.78
C -1.93 -6.27 2.09
C -2.11 -6.47 -0.31
N 0.74 -4.47 1.80
C 1.59 -3.37 2.20
C 1.21 -5.83 2.18
H -0.21 -4.31 -2.87
H 0.90 -3.11 -2.27
H -0.74 -3.00 -1.81
H 0.69 -6.67 -0.96
H 2.01 -5.62 -0.31
H 1.75 -5.59 -1.95
H -1.84 -7.33 2.28
H -1.38 -5.87 2.95
H -3.00 -6.14 2.24
H -1.61 -6.15 -1.22
H -2.16 -7.56 -0.30
H -3.12 -6.10 -0.43
H 1.61 -3.24 3.28
H 2.61 -3.47 1.85
H 1.17 -2.44 1.81
H 0.74 -6.60 1.56
H 1.11 -6.07 3.24
H 2.29 -5.80 2.04
O -2.61 1.12 1.11
P -2.44 2.59 1.29
N -2.27 3.09 2.93
C -1.32 4.15 3.29
C -3.29 2.81 3.88
N -3.76 3.57 0.68
C -4.36 3.33 -0.64
C -4.21 4.92 1.16
N -1.08 3.29 0.43
C -1.05 4.62 -0.17
C 0.26 2.74 0.73
H -1.40 4.48 4.33
H -1.56 5.00 2.65
H -0.29 3.84 3.13
H -4.26 2.77 3.38
H -3.24 3.57 4.66
H -3.06 1.91 4.44
H -3.75 3.80 -1.41
H -4.43 2.25 -0.79
H -5.34 3.81 -0.62
H -5.29 5.05 1.14
H -3.84 5.00 2.18
H -3.71 5.68 0.57
H -1.99 5.03 -0.55
H -0.86 5.38 0.59
H -0.35 4.70 -1.00
H 0.87 3.42 1.32
H 0.87 2.49 -0.13
H 0.20 1.83 1.33
```

The total charge is +4. Its calculated total energy is -93683.8637 eV. For the LUMO energy (alpha / beta), the calculation gives -13.942 / -13.942 eV. For the highest occupied orbital energy (alpha / beta), the calculation gives -0.631 / -0.631 hartree. Its expectation value of S² is 0.76. The multiplicity is 2.